# C52H105AsB6F30N16O2

C52H105AsB6F30N16O2 as an isolated structure at a distorted geometry (ωB97M-V/def2-TZVPD, OMol25).

Charge   +2
Calculated total energy   -8452.56877 hartree
Strongest force on any atom   5.8 eV/A
LUMO   -4.902 eV
M   1696.26 Da
Orbital gap   6.9 eV

Each line ends with the Mulliken charge.
Cartesian coordinates (Å):
As -0.061 -0.296 -0.054  2.160
F 1.878 -4.638 3.903  -0.073
F -1.080 1.003 0.713  -0.498
F 7.797 -1.639 -2.399  -0.341
F 3.607 -3.584 4.751  -0.390
F 0.348 0.910 -1.318  -0.459
F -0.651 -1.501 1.125  -0.188
F 3.555 3.555 2.452  -0.395
F -3.876 1.516 -5.832  -0.357
F 6.173 -2.560 -3.699  -0.371
F 2.968 2.150 3.975  -0.162
F -4.917 -3.728 -1.271  -0.147
F 1.276 0.355 0.959  -0.615
F -1.489 -0.776 -0.993  -0.532
F -6.880 -4.604 -0.580  -0.407
F -0.167 -5.322 -0.069  -0.096
F 5.738 -2.056 -1.618  -0.155
F 5.115 2.225 3.456  -0.390
F 2.346 -4.874 6.027  -0.350
F -1.813 1.572 -4.904  -0.295
F 4.109 4.009 4.531  -0.354
F 0.877 -1.624 -0.808  -0.429
F -2.881 3.518 -5.647  -0.393
F -6.319 -4.592 -2.686  -0.340
F -1.471 -6.881 -1.167  -0.411
F 0.804 -7.170 -0.943  -0.369
F -3.656 2.458 -3.877  -0.204
F 7.038 -3.788 -2.064  -0.317
F -6.872 -2.724 -1.568  -0.163
F 1.573 -2.963 5.407  -0.293
F -0.534 -7.313 0.821  -0.377
O -5.802 3.357 0.481  -0.434
O -2.199 -3.994 5.238  -0.493
N 4.243 -4.312 0.873  0.599
N 3.407 0.814 -5.298  0.549
N -4.242 -3.556 -5.355  0.241
N -2.882 -4.168 2.177  1.003
N 0.897 4.614 5.516  0.491
N -2.729 5.206 -1.396  0.355
N -1.694 0.707 4.938  0.576
N 8.342 1.695 -0.273  0.303
N -1.147 4.480 -2.783  0.508
N -5.503 0.414 -0.776  0.717
N -2.413 2.830 4.828  0.455
N 2.798 -0.698 -3.801  0.567
N 4.282 -2.288 1.908  0.882
N 0.208 6.617 4.877  0.330
N -2.287 -4.220 -4.533  0.484
N 6.168 1.251 -0.654  0.664
C -5.860 1.754 -1.507  -0.193
C -0.417 -5.814 -5.184  -1.183
C 1.701 0.162 -3.935  -1.382
C 5.547 -3.815 0.920  -0.516
C -5.001 -0.499 -1.862  -0.730
C 6.269 1.857 0.596  -0.098
C 1.338 4.626 -3.083  -1.152
C 4.101 1.456 -6.382  -0.413
C -3.696 6.050 -0.674  -0.729
C -2.075 -3.022 -5.242  -0.724
C -5.626 -3.634 -5.927  -0.791
C 0.030 8.047 4.858  -0.669
C -3.146 -5.315 1.207  -1.250
C 1.039 4.693 4.118  -0.468
C -1.381 -4.055 2.420  -0.823
C 4.597 0.522 -7.517  -1.226
C 9.741 1.789 -0.641  -0.803
C -2.628 4.226 4.348  -0.693
C 3.758 -1.074 2.464  -0.586
C -1.778 1.874 4.094  -0.790
C -1.507 3.473 -1.923  -1.690
C -2.115 1.100 6.176  -0.500
C 3.706 -0.397 -4.727  -0.604
C 7.464 1.156 -1.125  -0.481
C -2.499 3.911 -1.070  -0.033
C 0.291 5.730 5.961  -0.389
C -6.574 2.839 -0.583  -0.935
C 1.373 3.596 6.426  -0.692
C -6.762 -0.306 -0.185  -1.065
C 4.992 0.859 -1.329  0.290
C 3.483 -3.298 1.523  -1.514
C -0.002 4.429 -3.730  -0.310
C 3.774 -5.517 0.239  -0.658
C -2.594 4.323 2.793  -0.995
C -3.671 -4.728 3.408  -0.678
C 3.320 -6.580 1.328  -0.970
C -3.622 -4.523 -4.584  -0.286
C -1.236 -5.169 -4.024  -0.446
C -4.455 0.509 0.302  0.025
C 5.569 -2.536 1.475  -0.464
C 7.648 2.091 0.818  -1.047
C -3.431 -2.833 1.627  -1.388
C -3.513 -3.906 4.746  -0.644
C -2.593 2.441 6.105  -0.548
C 3.750 1.655 -1.197  -0.684
C -3.337 -2.565 -5.681  -0.487
C -1.161 -0.680 4.560  -0.488
C 2.817 -1.877 -2.981  -0.705
C -1.846 5.603 -2.325  -0.384
C 0.524 5.947 3.745  -1.104
C 1.326 8.834 4.864  -1.131
C 2.148 1.160 -4.829  -0.868
B -0.321 -6.627 -0.339  0.333
B 6.720 -2.517 -2.426  0.276
B -3.021 2.262 -5.069  0.243
B 3.922 2.999 3.647  0.418
B -6.213 -3.855 -1.559  0.203
B 2.322 -3.981 4.981  0.191
H -6.417 1.306 -2.330  0.438
H 2.997 1.120 -1.775  -0.253
H 10.382 1.044 -0.171  0.341
H 9.875 1.634 -1.712  0.305
H -3.048 3.137 6.795  0.532
H 1.201 9.913 4.955  0.396
H -6.296 -3.872 -5.101  0.321
H -4.378 6.557 -1.358  0.366
H 3.398 -7.474 0.709  0.476
H 0.779 -0.062 -3.418  1.180
H -1.128 -6.308 -5.846  0.349
H 2.437 -3.233 1.784  0.855
H -4.210 -5.539 1.123  0.555
H -5.822 -2.609 -6.244  0.280
H -4.351 5.525 0.021  0.072
H 3.631 -1.191 3.540  0.216
H 1.616 1.941 -5.353  0.731
H -1.693 -5.976 -3.451  0.272
H -3.286 -2.097 2.419  0.055
H 0.399 6.451 2.798  0.599
H -6.237 4.200 0.627  0.307
H 1.591 5.646 -2.792  0.449
H -5.669 -4.348 -6.749  0.318
H -4.937 2.066 -1.995  0.195
H -5.695 -0.820 -2.639  0.481
H 5.252 0.790 -2.385  0.383
H -7.161 0.209 0.689  0.377
H -2.091 -1.166 4.268  0.135
H -3.687 4.354 4.574  0.471
H -1.150 2.459 -2.031  0.791
H -0.381 -0.539 3.811  0.096
H 2.830 -1.497 -1.959  -0.016
H -6.888 3.743 -1.104  0.580
H 4.607 -5.887 -0.358  0.420
H 0.899 2.654 6.152  0.273
H 3.384 1.898 -0.200  0.263
H -3.278 6.904 -0.141  0.401
H -0.938 -3.752 1.471  -0.044
H -4.220 -0.517 0.586  -0.391
H 3.089 -5.308 -0.583  0.330
H 1.929 -2.429 -3.287  0.376
H -4.066 -5.454 -4.265  0.454
H -0.619 8.311 4.023  0.338
H 1.428 3.903 7.470  0.365
H 5.255 -0.246 -7.110  0.417
H 5.395 2.150 1.158  0.652
H 1.478 4.072 -2.154  0.277
H -1.971 4.844 4.960  0.349
H 1.817 8.773 3.893  0.334
H 7.745 0.639 -2.030  0.392
H -2.164 -3.729 6.160  0.327
H 1.489 3.886 3.560  0.795
H 0.346 -6.532 -4.882  0.379
H 10.187 2.745 -0.366  0.366
H -2.524 -6.181 1.431  0.304
H 6.359 -4.443 0.586  0.500
H -0.636 -4.562 -3.346  0.227
H -3.817 -2.866 4.633  0.163
H 0.374 5.939 7.017  0.486
H 0.032 -4.993 -5.742  0.339
H -7.494 2.543 -0.080  0.382
H 7.998 2.813 1.541  0.402
H -1.525 4.231 2.600  0.321
H -1.135 -3.224 3.080  0.062
H -4.426 -3.015 1.222  0.489
H 5.215 1.181 -8.126  0.397
H -4.652 -1.417 -1.388  -0.170
H 3.992 -6.735 2.172  0.303
H -3.057 3.505 -0.239  0.621
H -0.531 8.334 5.747  0.410
H 2.840 -0.732 1.987  0.179
H 4.585 -0.944 -5.037  0.614
H -7.451 -0.630 -0.965  0.414
H -4.153 -0.012 -2.345  0.320
H 2.140 8.589 5.547  0.342
H -2.945 5.272 2.388  0.521
H 6.315 -1.763 1.591  0.558
H 2.173 4.402 -3.747  0.363
H -3.082 3.566 2.180  0.215
H -0.777 -1.226 5.421  0.349
H 4.536 -0.323 2.327  0.180
H -1.714 6.612 -2.686  0.494
H -3.598 0.888 -0.253  -0.010
H -1.650 1.948 3.024  0.434
H 4.805 -0.155 -0.976  -0.539
H -1.031 -5.056 2.673  0.643
H -1.859 0.533 7.059  0.470
H 2.242 -6.447 1.413  0.145
H -2.903 -2.704 0.683  0.464
H -0.152 5.133 -4.549  0.491
H 0.057 3.455 -4.214  -0.034
H 3.893 2.658 -1.601  0.463
H -3.550 -5.794 3.604  0.582
H 3.603 -2.605 -3.182  0.297
H 3.790 0.175 -8.163  0.312
H -3.696 -1.730 -6.264  0.572
H 4.878 2.101 -5.972  0.357
H 3.391 2.148 -6.836  0.292
H -6.453 -1.303 0.128  0.258
H -4.266 -4.158 5.493  0.610
H -4.727 -4.660 3.145  0.441
H -1.108 -2.542 -5.214  0.644
H -4.731 1.093 1.180  0.385
H -2.853 -4.899 0.243  0.351
H 2.454 3.477 6.353  0.209